1.
{
  "formula": "C16H50N2O8",
  "method": "ωB97M-V/def2-TZVPD",
  "species": ["O", "H", "H", "O", "H", "H", "C", "C", "C", "O", "C", "N", "H", "H", "H", "H", "H", "H", "H", "H", "H", "H", "H", "C", "C", "C", "O", "C", "N", "H", "H", "H", "H", "H", "H", "H", "H", "H", "H", "H", "C", "C", "O", "H", "H", "H", "H", "H", "H", "C", "C", "O", "H", "H", "H", "H", "H", "H", "C", "C", "O", "H", "H", "H", "H", "H", "H", "C", "C", "O", "H", "H", "H", "H", "H", "H"],
  "coordinates": [[-0.61265, -0.42706, -0.72113], [-0.44352, 0.51322, -0.94481], [-0.82621, -0.45966, 0.24010], [-1.28538, -0.50496, 2.07403], [-1.49288, 0.43442, 2.31312], [-1.98027, -1.01525, 2.50889], [2.72440, -1.52764, -0.02335], [3.00685, -2.85056, -0.74840], [3.95946, -3.71060, 0.04933], [4.19789, -4.88664, -0.71116], [5.07738, -5.77371, -0.04184], [1.74225, -3.47418, -1.12405], [2.44885, -1.72810, 1.01985], [1.94969, -0.95158, -0.52332], [3.61314, -0.89167, 0.08262], [3.48345, -2.49705, -1.67166], [3.38666, -3.96456, 0.95627], [4.88659, -3.22823, 0.36258], [5.86038, -5.22630, 0.49037], [5.52760, -6.42749, -0.78691], [4.51204, -6.38711, 0.66731], [1.25984, -3.82827, -0.30226], [1.15871, -2.73826, -1.50106], [-1.31936, 2.93964, 4.46644], [-2.14647, 3.31633, 3.24292], [-1.60723, 4.62281, 2.65351], [-2.42178, 5.05526, 1.58530], [-2.19124, 6.39506, 1.24810], [-2.05922, 2.24377, 2.23741], [-0.32449, 2.60040, 4.16281], [-1.70085, 2.04832, 4.97236], [-1.22859, 3.70320, 5.23769], [-3.19039, 3.50478, 3.49419], [-0.57265, 4.51897, 2.29891], [-1.56789, 5.38771, 3.44037], [-2.47492, 7.08500, 2.04973], [-2.73825, 6.69399, 0.35551], [-1.12972, 6.57217, 1.03084], [-2.80618, 2.40226, 1.55980], [-1.29385, 2.45792, 1.59096], [0.97886, 0.05712, -4.33472], [0.04447, 0.09725, -5.52791], [0.78564, 0.42073, -6.70605], [1.80214, -0.61343, -4.58010], [0.37664, -0.21446, -3.46730], [1.48930, 1.01288, -4.16893], [-0.78838, 0.78547, -5.35236], [-0.33818, -0.90970, -5.68544], [1.09012, 1.33097, -6.67052], [-1.69119, 2.39387, -2.37526], [-0.26721, 2.75580, -1.98333], [0.11026, 2.21889, -0.70050], [-1.88524, 2.87685, -3.33633], [-2.48334, 2.59087, -1.66761], [-1.69526, 1.34067, -2.67555], [-0.10562, 3.83488, -2.06977], [0.36805, 2.33231, -2.76886], [1.01834, 2.52031, -0.57404], [0.37837, -0.79736, 5.70409], [0.16467, -2.04334, 4.86056], [0.69404, -1.79676, 3.56909], [-0.28479, -0.01012, 5.32850], [1.41800, -0.47791, 5.74057], [0.06049, -0.82045, 6.75516], [-0.90738, -2.26392, 4.80639], [0.64164, -2.89412, 5.35010], [-0.02363, -1.38742, 3.04788], [-3.05734, -2.78468, -3.86324], [-2.43622, -2.39269, -2.54136], [-1.02674, -2.23394, -2.76403], [-2.87061, -2.07343, -4.66614], [-4.14134, -2.88750, -3.75350], [-2.68079, -3.76345, -4.16273], [-2.56393, -3.18451, -1.79712], [-2.81585, -1.43817, -2.16699], [-0.73915, -1.57786, -2.09397]],
  "smiles": "COC[C@H](C)N.COC[C@H](C)N.CCO.CCO.CCO.CCO.O.O",
  "e_homo_ev": -8.267,
  "e_above_lowest_ev": 0.378,
  "gap_ev": 8.4634,
  "total_charge": 0
}



2.
{
  "formula": "C16H50O9",
  "method": "ωB97M-V/def2-TZVPD",
  "species": ["C", "C", "O", "H", "H", "H", "H", "H", "H", "C", "C", "O", "H", "H", "H", "H", "H", "H", "C", "C", "O", "H", "H", "H", "H", "H", "H", "C", "C", "O", "H", "H", "H", "H", "H", "H", "C", "C", "O", "H", "H", "H", "H", "H", "H", "C", "C", "O", "H", "H", "H", "H", "H", "H", "C", "C", "O", "H", "H", "H", "H", "H", "H", "C", "C", "O", "H", "H", "H", "H", "H", "H", "O", "H", "H"],
  "coordinates": [[3.45518, 3.42486, -4.54619], [4.34175, 4.53691, -5.10656], [3.79253, 5.22386, -6.18691], [2.68419, 3.80424, -3.87557], [4.05637, 2.69642, -4.00210], [2.92992, 2.88562, -5.33450], [5.34107, 4.14530, -5.29657], [4.31060, 5.24902, -4.28192], [3.47242, 6.06332, -5.84861], [1.73319, -5.66176, -4.55593], [0.29640, -5.21601, -4.59533], [-0.12296, -4.90144, -3.24970], [2.48808, -4.87973, -4.47420], [2.02270, -6.12486, -5.49924], [1.97762, -6.36515, -3.75995], [-0.43750, -5.86548, -5.07249], [0.30153, -4.27969, -5.15334], [-0.00814, -3.95343, -3.15122], [-0.24562, 2.34824, 5.93871], [-0.01537, 0.82224, 5.97511], [0.19220, 0.28545, 4.69421], [-0.24988, 2.60112, 6.99896], [-1.15648, 2.82928, 5.58228], [0.65364, 2.76850, 5.48836], [-0.85416, 0.38235, 6.51458], [0.85478, 0.55014, 6.57252], [-0.70484, 0.09229, 4.41205], [-5.77108, 0.77964, 3.75333], [-5.42685, 0.32493, 2.36535], [-4.14443, -0.24949, 2.29449], [-5.64225, 0.09686, 4.59316], [-6.81117, 1.09837, 3.82216], [-5.13593, 1.65525, 3.88753], [-5.36879, 1.02755, 1.53405], [-6.14822, -0.40929, 2.00667], [-3.92505, -0.31799, 1.36241], [3.45483, -5.49731, 1.01838], [2.48985, -6.63355, 1.46321], [2.33453, -6.61369, 2.85639], [4.43390, -5.74512, 1.42839], [3.14182, -4.49991, 1.32711], [3.62205, -5.27267, -0.03503], [2.85714, -7.60221, 1.12426], [1.56547, -6.53460, 0.89415], [1.43900, -6.31516, 3.03107], [4.89276, 3.54504, 2.62655], [4.94887, 1.98120, 2.25916], [6.17374, 1.65465, 1.57540], [3.98109, 3.76985, 3.18009], [4.89441, 4.08946, 1.68225], [5.74054, 3.88193, 3.22311], [4.04398, 1.63767, 1.75789], [5.00766, 1.56696, 3.26567], [6.49144, 0.84969, 1.99099], [-6.65385, -3.45560, -3.19550], [-6.37061, -1.97790, -3.09143], [-5.10874, -1.78953, -2.51435], [-6.40015, -4.02443, -2.30097], [-6.13827, -3.85661, -4.06812], [-7.69819, -3.62594, -3.45709], [-7.21390, -1.45524, -2.64001], [-6.30644, -1.58183, -4.10489], [-4.40498, -1.52489, -3.11124], [-0.45817, 6.17560, 0.44309], [-1.15938, 4.85267, 0.60278], [-1.11618, 4.27323, -0.61166], [-0.96680, 6.87957, -0.21556], [0.53979, 6.15290, 0.00531], [-0.19593, 6.54696, 1.43375], [-2.15110, 4.94148, 1.04630], [-0.56757, 4.27336, 1.31149], [-1.89210, 4.52788, -1.11635], [-0.17688, -0.64956, -1.14288], [-0.41328, 0.27788, -1.15675], [0.60400, -0.68996, -0.59077]],
  "smiles": "CCO.CCO.CCO.CCO.CCO.CCO.CCO.CCO.O",
  "e_homo_ev": -9.987,
  "e_above_lowest_ev": 4.368,
  "gap_ev": 10.0651,
  "total_charge": 0
}



3.
{
  "formula": "C16H51NNa5O14",
  "method": "ωB97M-V/def2-TZVPD",
  "species": ["Na", "Na", "Na", "Na", "Na", "O", "C", "C", "O", "H", "H", "H", "H", "O", "C", "C", "O", "H", "H", "H", "H", "C", "C", "C", "C", "C", "C", "N", "O", "C", "C", "C", "H", "H", "H", "H", "H", "H", "H", "H", "H", "H", "H", "H", "H", "H", "H", "H", "H", "H", "H", "O", "H", "H", "O", "H", "H", "O", "H", "H", "O", "H", "H", "O", "H", "H", "O", "H", "H", "O", "H", "H", "O", "H", "H", "C", "C", "C", "O", "H", "H", "H", "H", "H", "H", "H", "H"],
  "coordinates": [[-4.84554, -1.95303, -2.18769], [-3.99782, -0.14959, 0.29415], [-1.96991, -3.36855, 1.80186], [0.92238, -0.84599, 2.35310], [-5.23197, -2.73779, 1.13723], [-4.50025, -0.99069, 2.72919], [-3.64804, -0.51818, 3.74172], [-2.10195, -0.41346, 3.58116], [-1.32802, -1.58879, 3.63841], [-3.73800, -1.15197, 4.63560], [-3.96476, 0.47495, 4.09452], [-1.71496, 0.22663, 4.38887], [-1.88521, 0.12447, 2.62829], [-3.03020, -2.51557, -0.41427], [-1.87289, -1.92376, -1.03497], [-0.61030, -1.46403, -0.24961], [0.28901, -2.33050, 0.41138], [-2.24165, -1.01119, -1.53643], [-1.55399, -2.58205, -1.85348], [-0.88962, -0.68598, 0.48421], [-0.02534, -0.93174, -1.02005], [2.25304, 2.78948, -0.20141], [2.64462, 1.84850, 0.96801], [4.02324, 2.27562, 1.46576], [3.90022, 3.47009, 2.36358], [3.02403, 3.10353, 3.55517], [1.59342, 2.62769, 3.23417], [1.64034, 1.75671, 2.02509], [0.35821, 1.43346, 1.58375], [1.16579, 1.75424, 4.40850], [0.63672, 3.83448, 3.07243], [2.73996, 0.46605, 0.32870], [3.04147, 2.63431, -0.93707], [2.22653, 3.86313, 0.00406], [1.25839, 2.57451, -0.59869], [4.57064, 1.47245, 1.96718], [4.66887, 2.54617, 0.62626], [3.50489, 4.33954, 1.82929], [4.87313, 3.81220, 2.72281], [2.86674, 4.02425, 4.12484], [3.61269, 2.44254, 4.19182], [0.14563, 1.36758, 4.32430], [1.86062, 0.95873, 4.66899], [1.04189, 2.40113, 5.28450], [0.93434, 4.43334, 2.20688], [-0.38387, 3.48597, 2.91760], [0.70076, 4.49028, 3.93782], [3.60708, 0.31952, -0.31816], [1.88675, 0.18085, -0.29381], [2.82071, -0.35016, 1.05006], [-0.00319, 2.21396, 1.13031], [-2.52719, -5.24664, -1.62777], [-2.59027, -4.34150, -1.30063], [-1.58254, -5.36130, -1.81491], [2.04096, -3.11065, -2.29721], [2.05671, -2.72685, -3.18085], [1.55262, -2.47037, -1.75697], [-4.51830, 0.66908, -2.18172], [-5.44190, 0.90942, -2.01385], [-4.28653, 1.15364, -2.98879], [3.26692, -2.85085, 0.31413], [3.63947, -2.80819, -0.57256], [2.36226, -2.51305, 0.21549], [-0.21599, -4.31049, -4.30593], [-1.00323, -3.75193, -4.33693], [0.47729, -3.77644, -4.70609], [0.17183, -4.76736, -1.24303], [0.24831, -3.87816, -0.85049], [0.19761, -4.61873, -2.20035], [-2.75039, -2.30822, -4.20686], [-3.23038, -3.11262, -3.95992], [-3.09560, -2.07725, -5.08099], [1.39709, -4.63499, 1.69512], [0.96129, -4.03404, 1.07211], [0.67868, -5.10920, 2.12499], [-0.45743, 3.66433, -3.53786], [-0.30743, 2.23081, -3.98083], [-0.82110, 1.19895, -2.98038], [-1.08033, 2.00496, -5.17573], [0.11622, 3.77396, -2.61093], [-1.46084, 3.98258, -3.23625], [-0.16563, 4.42017, -4.26790], [0.72110, 2.00447, -4.28064], [-1.90928, 1.15776, -2.97821], [-0.48792, 1.49710, -1.98343], [-0.38688, 0.22798, -3.20983], [-0.84382, 2.68038, -5.81994]],
  "e_homo_ev": -8.770,
  "gap_ev": 3.3889,
  "total_charge": 1
}